No. 1
{
  "formula": "C27H34N9PdS2",
  "method": "the ωB97M-V functional and the def2-TZVPD basis",
  "total_charge": -1,
  "energy_ev": -67110.8916,
  "e_above_lowest_kcal_mol": 22.17,
  "gap_ev": 3.93,
  "symbols": ["C", "H", "N", "H", "C", "N", "Pd", "H", "S", "H", "H", "C", "N", "C", "H", "C", "C", "H", "H", "H", "C", "H", "H", "C", "H", "H", "C", "C", "H", "N", "N", "H", "H", "C", "H", "C", "H", "H", "C", "C", "C", "C", "H", "N", "H", "H", "H", "H", "H", "H", "N", "N", "H", "H", "H", "C", "C", "H", "C", "C", "H", "C", "N", "C", "C", "C", "H", "C", "C", "C", "H", "H", "S"],
  "xyz": [[1.818, -1.485, -2.796], [2.261, 1.006, 4.232], [1.537, -1.673, -4.086], [-4.968, -1.064, 0.263], [3.316, 1.196, 4.423], [-0.326, 0.275, -1.175], [1.196, -2.265, -0.016], [-5.934, 0.690, 1.730], [3.297, -1.315, 0.143], [-0.514, -2.136, 4.554], [-0.754, -1.036, -6.308], [1.133, 4.880, 0.969], [4.041, 0.122, 2.310], [0.820, 1.311, -4.278], [0.624, 0.865, -3.301], [1.782, -0.815, -5.235], [4.171, 0.127, 3.761], [0.083, 2.103, -4.426], [3.570, 2.185, 4.035], [-0.890, 0.907, -1.753], [-2.727, 1.774, 1.619], [5.224, 0.311, 3.996], [2.311, -0.639, -2.346], [-0.221, -1.883, 2.415], [3.470, 1.201, 5.505], [1.807, 1.778, -4.236], [-4.886, 0.724, 1.456], [-1.125, -2.540, 1.649], [0.260, -0.633, 4.076], [1.952, -0.905, 2.433], [0.859, -2.829, -4.205], [0.992, 0.777, -6.344], [1.552, 5.869, 1.111], [0.058, 2.364, 0.606], [-1.139, -3.801, -1.444], [-4.072, 1.732, 1.959], [1.573, 1.656, 1.942], [3.903, -0.853, 4.173], [3.012, -0.672, 1.754], [-4.353, -0.250, 0.625], [0.730, 0.283, -5.400], [-2.838, -3.881, -0.155], [-0.365, 5.559, -0.415], [-0.697, -2.909, 0.341], [-2.817, -2.656, 3.027], [-2.093, 2.554, 2.020], [-2.582, -0.995, -0.344], [-1.389, 0.512, -5.732], [-0.985, -0.760, -4.583], [2.771, -0.373, -5.101], [1.326, -2.500, -2.130], [0.746, -3.317, -3.028], [1.818, -1.481, -6.097], [-4.304, -3.799, 1.476], [-4.482, 2.486, 2.619], [-1.544, -3.549, -0.469], [1.677, 3.796, 1.638], [-1.328, 3.297, -0.745], [-0.678, -0.287, -5.517], [-2.210, 0.807, 0.766], [2.529, 3.926, 2.293], [0.052, 4.707, 0.108], [1.059, -1.759, 1.854], [-2.474, -2.913, 2.031], [-3.011, -0.217, 0.276], [-0.486, 3.446, -0.078], [-3.455, -4.409, -0.868], [-0.502, -1.353, 3.786], [1.141, 2.525, 1.456], [-3.294, -3.547, 1.167], [-1.474, -0.850, 3.823], [4.912, -0.066, 1.838], [-0.469, 0.667, 0.349]]
}


No. 2
{
  "formula": "CH2O2S",
  "method": "the ωB97M-V functional and the def2-TZVPD basis",
  "total_charge": 0,
  "energy_ev": -15998.5356,
  "e_above_lowest_kcal_mol": 32.28,
  "gap_ev": 8.14,
  "symbols": ["H", "H", "O", "C", "O", "S"],
  "xyz": [[1.125, 1.136, -0.029], [1.193, -0.868, 0.159], [0.214, -1.172, -0.041], [-0.477, -0.117, -0.049], [0.073, 1.097, -0.024], [-2.127, -0.077, -0.016]]
}


No. 3
{
  "formula": "H18O9",
  "method": "the ωB97M-V functional and the def2-TZVPD basis",
  "total_charge": 0,
  "energy_ev": -18720.1707,
  "e_above_lowest_kcal_mol": 45.31,
  "gap_ev": 10.40,
  "symbols": ["H", "O", "O", "H", "H", "O", "H", "H", "H", "O", "H", "H", "O", "H", "H", "O", "H", "H", "H", "H", "H", "O", "H", "O", "H", "H", "O"],
  "xyz": [[-0.608, -1.090, -1.986], [0.499, 3.341, -0.614], [2.301, 1.148, -1.295], [-3.910, 2.634, -0.587], [-0.569, -0.320, 0.230], [-0.037, -2.732, 1.790], [0.843, -2.901, -1.015], [1.253, 2.778, -0.842], [-0.138, -2.791, 2.745], [0.287, -1.136, -1.631], [0.861, -1.029, -2.401], [1.661, -2.038, 1.377], [1.360, -3.701, -0.852], [-1.545, 0.719, -0.350], [3.202, 0.859, -1.115], [-1.070, 0.474, 0.453], [-2.724, 2.753, 2.382], [-1.741, 1.760, 1.747], [-0.010, 2.827, 0.022], [-3.085, 2.519, -1.864], [-0.533, -3.475, 1.432], [-3.076, 2.299, -0.927], [1.736, 0.440, -0.965], [2.497, -1.567, 1.210], [2.242, -0.644, 1.120], [2.236, -3.369, -0.629], [-1.933, 2.240, 2.566]]
}